The following is a DFT calculation (the ωB97M-V functional and the def2-TZVPD basis) of a 6-piece molecular cluster, C37H73F5N4O9S5 overall at a distorted geometry.

Properties
Energy (eV): -131699.087
Strongest force on any atom (eV Å⁻¹): 2.026

Each atom is followed by the atoms it is bonded to, with distances in Å.
CARTESIAN COORDINATES (ANGSTROEM)
1 C 1.11756 -3.84221 -0.96788  C2 1.325, H41 1.082, H42 1.080
2 C 1.22564 -2.60959 -0.49320  C1 1.325, C3 1.519, H43 1.085
3 C 0.42159 -1.38910 -0.90881  C2 1.519, C4 1.545, O14 1.425, C28 1.601
4 C 0.66153 -0.33784 0.19778  C3 1.545, C5 1.537, H44 1.086, H45 1.091
5 C 0.19105 1.08970 -0.12400  C4 1.537, C6 1.543, H46 1.086, H47 1.085
6 C -0.59461 1.65375 1.07842  C5 1.543, C7 1.514, H48 1.085, H49 1.089
7 C -0.83131 3.14818 1.01861  C6 1.514, F8 1.344, F9 1.364, C10 1.550
8 F 0.19579 3.83541 0.49141  C7 1.344
9 F -1.01102 3.59340 2.29563  C7 1.364
10 C -2.11726 3.52730 0.23979  C7 1.550, F11 1.329, F12 1.341, F13 1.339
11 F -1.86914 3.44830 -1.06373  C10 1.329
12 F -2.47752 4.78328 0.54023  C10 1.341
13 F -3.15600 2.74344 0.55639  C10 1.339
14 O 0.74440 -0.77855 -2.15539  C3 1.425, C15 1.394
15 C 1.99915 -0.94756 -2.73823  O14 1.394, C16 1.555, O18 1.402, C22 1.538
16 C 2.00447 0.08342 -3.90295  C15 1.555, N17 1.469, H50 1.087, H51 1.089
17 N 3.17377 -0.07335 -4.77817  C16 1.469, H52 1.012, H53 1.014
18 O 3.11008 -0.80328 -1.89537  C15 1.402, C19 1.420
19 C 3.45646 0.51625 -1.50222  O18 1.420, C20 1.521, H54 1.093, H55 1.089
20 C 4.67907 1.07834 -2.21045  C19 1.521, C21 1.527, H56 1.089, H57 1.087
21 C 5.48492 1.95346 -1.25383  C20 1.527, H58 1.088, H59 1.088, H60 1.083
22 C 2.17888 -2.30405 -3.43985  C15 1.538, C23 1.365, C27 1.362
23 C 3.21643 -3.13234 -3.12309  C22 1.365, C24 1.361, H61 1.076
24 C 3.33064 -4.34262 -3.73396  C23 1.361, C25 1.363, H62 1.082
25 C 2.42699 -4.76668 -4.66208  C24 1.363, C26 1.364, H63 1.080
26 C 1.39429 -3.94225 -5.00082  C25 1.364, C27 1.364, H64 1.078
27 C 1.28765 -2.73424 -4.37596  C22 1.362, C26 1.364, H65 1.084
28 C -1.11617 -1.82163 -1.01401  C3 1.601, C29 1.524, N32 1.488, H66 1.086
29 C -1.84918 -1.86665 0.32158  C28 1.524, C30 1.534, H67 1.086, H68 1.087
30 C -1.38578 -2.97239 1.27889  C29 1.534, O31 1.432, H69 1.091, H70 1.085
31 O -0.66594 -2.43673 2.39455  C30 1.432, H71 0.960
32 N -1.79344 -0.97002 -2.02966  C28 1.488, C33 1.455, C38 1.432
33 C -2.85431 -0.10880 -1.53017  N32 1.455, C34 1.537, H72 1.085, H73 1.092
34 C -3.37431 0.85234 -2.61136  C33 1.537, C35 1.502, H74 1.086, H75 1.093
35 C -4.55646 1.63738 -2.11772  C34 1.502, N36 1.448, O37 1.219
36 N -5.57640 0.86550 -1.43983  C35 1.448, H76 1.016, H77 1.015
37 O -4.68362 2.83428 -2.30910  C35 1.219
38 C -2.19868 -1.74456 -3.16352  N32 1.432, N39 1.482, H78 1.086, H79 1.097
39 N -3.41428 -2.56470 -2.94800  C38 1.482, C40 1.480, H80 1.015
40 C -3.55094 -3.50308 -4.08484  N39 1.480, H81 1.087, H82 1.093, H83 1.087
41 H 0.55735 -4.03784 -1.87297  C1 1.082
42 H 1.57702 -4.67319 -0.45274  C1 1.080
43 H 2.00375 -2.44171 0.24452  C2 1.085
44 H 0.31385 -0.68669 1.16554  C4 1.086
45 H 1.74819 -0.29754 0.28461  C4 1.091
46 H -0.35563 1.17729 -1.05883  C5 1.086
47 H 1.05440 1.74197 -0.20494  C5 1.085
48 H -1.52269 1.12310 1.26231  C6 1.085
49 H 0.04665 1.49327 1.94400  C6 1.089
50 H 1.83481 1.09960 -3.55538  C16 1.087
51 H 1.11438 -0.17520 -4.47470  C16 1.089
52 H 2.89607 -0.54873 -5.62770  N17 1.012
53 H 3.45981 0.84797 -5.08929  N17 1.014
54 H 3.74494 0.45275 -0.44977  C19 1.093
55 H 2.63094 1.22540 -1.53471  C19 1.089
56 H 4.40622 1.69248 -3.06700  C20 1.089
57 H 5.31781 0.26917 -2.55450  C20 1.087
58 H 4.86445 2.74547 -0.83863  C21 1.088
59 H 6.34484 2.39888 -1.75037  C21 1.088
60 H 5.86618 1.37452 -0.42153  C21 1.083
61 H 3.95447 -2.88024 -2.38144  C23 1.076
62 H 4.13757 -5.01642 -3.47804  C24 1.082
63 H 2.50215 -5.73348 -5.13833  C25 1.080
64 H 0.63894 -4.20371 -5.72452  C26 1.078
65 H 0.45407 -2.09230 -4.63750  C27 1.084
66 H -1.17411 -2.82580 -1.42417  C28 1.086
67 H -1.82577 -0.94070 0.88888  C29 1.086
68 H -2.89879 -2.08591 0.14582  C29 1.087
69 H -2.27027 -3.45731 1.69509  C30 1.091
70 H -0.82535 -3.74911 0.76946  C30 1.085
71 H 0.17283 -2.89941 2.46139  O31 0.960
72 H -2.55652 0.50838 -0.68897  C33 1.085
73 H -3.72527 -0.69885 -1.23670  C33 1.092
74 H -2.58939 1.52467 -2.94589  C34 1.086
75 H -3.73737 0.31256 -3.48928  C34 1.093
76 H -6.46714 1.08477 -1.87576  N36 1.016
77 H -5.67337 1.20663 -0.48884  N36 1.015
78 H -1.40578 -2.42622 -3.45752  C38 1.086
79 H -2.35393 -1.09820 -4.03679  C38 1.097
80 H -4.21534 -1.94436 -3.00285  N39 1.015
81 H -4.58734 -3.61050 -4.39498  C40 1.087
82 H -3.00475 -3.14431 -4.96100  C40 1.093
83 H -3.13329 -4.46748 -3.80817  C40 1.087
84 C 6.61711 1.31196 4.15391  S85 1.795, H88 1.088, H89 1.090, H90 1.091
85 S 5.28398 2.07012 3.22059  C84 1.795, O86 1.489, C87 1.796
86 O 5.49149 1.72507 1.78732  S85 1.489
87 C 5.83895 3.76304 3.44730  S85 1.796, H91 1.090, H92 1.091, H93 1.088
88 H 6.48674 0.23265 4.10874  C84 1.088
89 H 7.57563 1.58531 3.71239  C84 1.090
90 H 6.56568 1.64455 5.19203  C84 1.091
91 H 6.84877 3.87472 3.05209  C87 1.090
92 H 5.81616 4.00917 4.50996  C87 1.091
93 H 5.15819 4.41628 2.90467  C87 1.088
94 C -0.84506 -3.14873 -9.42111  S95 1.796, H98 1.088, H99 1.090, H100 1.090
95 S -0.67543 -2.19872 -7.90588  C94 1.796, O96 1.488, C97 1.797
96 O -1.43581 -2.91705 -6.84817  S95 1.488
97 C -1.68389 -0.80912 -8.43508  S95 1.797, H101 1.090, H102 1.090, H103 1.088
98 H -0.31485 -4.08950 -9.28860  C94 1.088
99 H -1.89946 -3.34560 -9.61580  C94 1.090
100 H -0.40192 -2.59377 -10.24797  C94 1.090
101 H -2.68371 -1.15778 -8.69460  C97 1.090
102 H -1.21447 -0.32682 -9.29248  C97 1.090
103 H -1.74460 -0.10342 -7.60888  C97 1.088
104 C 4.14381 5.37743 7.39846  S105 1.797, H108 1.088, H109 1.090, H110 1.090
105 S 4.91060 4.26478 8.58268  C104 1.797, O106 1.490, C107 1.793
106 O 5.79946 3.34795 7.81576  S105 1.490
107 C 3.41589 3.35468 8.97392  S105 1.793, H111 1.090, H112 1.091, H113 1.089
108 H 4.92079 6.02150 6.99097  C104 1.088
109 H 3.68479 4.80014 6.59521  C104 1.090
110 H 3.39403 5.98506 7.90476  C104 1.090
111 H 3.00403 2.91212 8.06668  C107 1.090
112 H 2.68584 4.02594 9.42837  C107 1.091
113 H 3.67325 2.56668 9.67988  C107 1.089
114 C -7.75800 -2.18922 0.06995  S115 1.797, H118 1.088, H119 1.090, H120 1.090
115 S -9.00995 -0.90297 -0.01736  C114 1.797, O116 1.485, C117 1.797
116 O -8.35009 0.30451 -0.57452  S115 1.485
117 C -9.15443 -0.65413 1.75650  S115 1.797, H121 1.090, H122 1.090, H123 1.088
118 H -7.48692 -2.46358 -0.94725  C114 1.088
119 H -6.87873 -1.81227 0.59256  C114 1.090
120 H -8.16650 -3.05817 0.58642  C114 1.090
121 H -8.18345 -0.37999 2.16964  C117 1.090
122 H -9.52156 -1.56894 2.22186  C117 1.090
123 H -9.86566 0.15140 1.92655  C117 1.088
124 C -1.29211 1.87022 9.24020  S125 1.797, H128 1.088, H129 1.090, H130 1.090
125 S -0.82692 3.18584 10.37217  C124 1.797, O126 1.487, C127 1.798
126 O 0.03786 4.13078 9.61634  S125 1.487
127 C 0.25576 2.18036 11.39622  S125 1.798, H131 1.090, H132 1.090, H133 1.088
128 H -1.94508 2.29579 8.48128  C124 1.088
129 H -0.40023 1.45814 8.76760  C124 1.090
130 H -1.82646 1.09347 9.78724  C124 1.090
131 H 1.04564 1.74711 10.78184  C127 1.090
132 H -0.32634 1.39376 11.87616  C127 1.090
133 H 0.69354 2.82397 12.15654  C127 1.088

Atom charges from the Löwdin analysis, given in e for atoms 1 to 6: number 1, C, carries 0.039; number 2, C, carries -0.095; number 3, C, carries -0.333; number 4, C, carries -0.098; number 5, C, carries -0.132; number 6, C, carries -0.071